94
Properties=species:S:1:pos:R:3:lowdin_spin:R:1 method="wB97M-V/def2-TZVPD" largest_force_ha_per_bohr=0.0584 orbital_gap_ev="6.232 / 6.842" multiplicity=2 total_charge=+1 mol_weight_g_mol=942.4
Ti -0.03 1.36 0.59 0.75
O 0.92 -0.17 0.75 0.00
C 1.89 -0.56 1.58 0.00
C 2.86 -1.47 1.16 0.00
C 3.89 -1.86 1.98 0.00
C 3.97 -1.38 3.28 0.00
C 3.02 -0.50 3.74 0.00
C 1.98 -0.06 2.91 0.00
C 1.10 0.99 3.35 0.01
N 0.49 1.87 2.54 0.00
C 0.01 2.87 3.35 0.01
C 0.28 2.57 4.65 0.00
N 0.96 1.39 4.64 0.01
H 2.77 -1.87 0.16 0.00
H 4.64 -2.54 1.61 0.00
H 4.78 -1.68 3.93 0.00
H 3.10 -0.10 4.74 0.00
H -0.49 3.73 2.96 0.00
H 0.03 3.08 5.56 0.00
H 1.29 0.89 5.45 0.00
O 4.08 6.02 -2.74 0.00
N 3.16 5.60 -3.41 0.00
O 2.93 5.96 -4.55 0.00
C 2.26 4.62 -2.85 0.00
C 1.09 4.42 -3.54 0.00
C 0.13 3.48 -3.10 0.00
C -1.10 3.28 -3.74 0.00
C -1.97 2.35 -3.22 0.00
C -1.58 1.60 -2.10 0.00
N -0.43 1.77 -1.47 0.00
C 0.41 2.72 -1.93 0.00
C 1.58 2.98 -1.17 0.00
N 1.69 2.30 0.00 0.00
C 2.82 2.48 0.72 0.01
C 3.81 3.36 0.34 0.00
C 3.68 4.12 -0.82 0.01
C 2.54 3.93 -1.62 0.00
H 0.91 5.00 -4.43 0.00
H -1.35 3.85 -4.62 0.00
H -2.93 2.17 -3.66 0.00
H -2.23 0.83 -1.71 0.00
H 2.93 1.90 1.62 0.00
H 4.69 3.48 0.95 0.00
H 4.43 4.83 -1.10 0.00
C 2.35 -1.31 -2.32 0.00
Si 0.44 -1.55 -2.36 0.00
C 0.06 -3.33 -2.96 0.00
C -0.14 -0.43 -3.82 0.00
Ge -0.87 -1.81 -0.17 0.00
Si -3.37 -2.01 -0.63 0.00
C -4.13 -2.31 1.11 0.00
C -3.78 -3.50 -1.76 0.00
C -4.30 -0.54 -1.46 0.00
Si -0.42 -3.71 1.54 0.00
C -1.11 -3.51 3.31 0.00
C 1.41 -4.26 1.60 0.00
C -1.37 -5.10 0.63 0.00
H 2.72 -1.13 -3.32 0.00
H 2.85 -2.21 -1.96 0.00
H 2.65 -0.47 -1.70 0.00
H 0.63 -3.58 -3.85 0.00
H -0.99 -3.44 -3.19 0.00
H 0.30 -4.07 -2.20 0.00
H 0.23 -0.86 -4.75 0.00
H 0.27 0.58 -3.76 0.00
H -1.22 -0.36 -3.90 0.00
H -4.30 -3.36 1.29 0.00
H -5.09 -1.81 1.23 0.00
H -3.47 -1.95 1.89 0.00
H -3.34 -4.42 -1.41 0.00
H -3.43 -3.34 -2.78 0.00
H -4.85 -3.64 -1.80 0.00
H -4.22 0.39 -0.91 0.00
H -5.36 -0.78 -1.53 0.00
H -3.96 -0.37 -2.48 0.00
H -0.96 -2.50 3.69 0.00
H -0.61 -4.20 3.99 0.00
H -2.17 -3.72 3.35 0.00
H 2.00 -3.66 2.29 0.00
H 1.89 -4.22 0.62 0.00
H 1.46 -5.30 1.94 0.00
H -2.44 -4.98 0.72 0.00
H -1.11 -6.07 1.04 0.00
H -1.12 -5.12 -0.43 0.00
F -3.44 1.86 1.22 0.00
C -2.91 1.14 2.23 0.00
F -2.50 2.00 3.16 0.00
F -3.90 0.42 2.77 0.00
C -1.77 0.25 1.70 0.04
O -1.16 -0.49 2.46 0.11
O -1.65 0.28 0.43 0.01
Se -0.89 5.71 -0.41 0.01
C -0.96 4.14 0.24 0.00
N -0.97 3.03 0.65 0.00


90
Properties=species:S:1:pos:R:3:lowdin_spin:R:1 method="wB97M-V/def2-TZVPD" largest_force_ha_per_bohr=0.0192 orbital_gap_ev="7.781 / 7.774" multiplicity=2 e_above_lowest_kj_mol=0.0 total_charge=+3 mol_weight_g_mol=929.0
Re -0.07 -0.02 0.52 0.86
O 1.23 0.36 -1.10 0.04
S 2.69 -0.04 -1.48 0.00
C 3.46 1.56 -1.90 0.00
C 3.03 2.64 -0.92 0.00
C 3.33 2.31 0.54 0.00
C 2.65 3.28 1.50 0.00
S 0.85 3.20 1.32 0.01
O 0.56 1.66 1.43 0.03
C 0.28 3.86 2.84 0.00
C 0.55 3.21 4.05 0.00
C 0.10 3.80 5.22 0.00
C -0.59 5.01 5.17 0.00
C -0.85 5.64 3.97 0.00
C -0.42 5.06 2.78 0.00
C 2.55 -0.77 -3.08 0.00
C 3.57 -1.64 -3.46 0.00
C 3.53 -2.20 -4.73 0.00
C 2.47 -1.90 -5.58 0.00
C 1.46 -1.04 -5.18 0.00
C 1.49 -0.46 -3.92 0.00
H 3.20 1.80 -2.93 0.00
H 4.53 1.35 -1.84 0.00
H 1.96 2.79 -1.05 0.00
H 3.51 3.57 -1.22 0.00
H 4.40 2.34 0.74 0.00
H 2.99 1.30 0.78 0.00
H 2.86 4.33 1.26 0.00
H 2.90 3.10 2.54 0.00
H 1.10 2.28 4.07 0.00
H 0.30 3.33 6.17 0.00
H -0.93 5.47 6.09 0.00
H -1.38 6.58 3.94 0.00
H -0.62 5.54 1.83 0.00
H 4.38 -1.88 -2.78 0.00
H 4.31 -2.87 -5.04 0.00
H 2.44 -2.35 -6.57 0.00
H 0.64 -0.82 -5.86 0.00
H 0.71 0.22 -3.60 0.00
C -0.80 2.75 -1.67 0.00
P -1.59 1.49 -0.64 -0.01
C -2.61 2.36 0.57 0.00
C -2.73 0.71 -1.78 0.00
C -3.66 1.44 -2.51 0.00
C -4.49 0.79 -3.41 0.00
C -4.39 -0.59 -3.58 0.00
C -3.47 -1.32 -2.84 0.00
C -2.64 -0.66 -1.94 0.00
P -1.49 -1.52 -0.85 0.00
C -2.58 -2.45 0.26 0.00
C -0.60 -2.71 -1.88 0.00
H -0.08 2.27 -2.33 0.00
H -0.31 3.52 -1.09 0.00
H -1.57 3.23 -2.29 0.00
H -3.29 3.04 0.06 0.00
H -1.99 2.94 1.26 0.00
H -3.19 1.63 1.14 0.00
H -3.75 2.51 -2.40 0.00
H -5.22 1.35 -3.98 0.00
H -5.04 -1.10 -4.28 0.00
H -3.41 -2.39 -2.98 0.00
H -3.24 -3.06 -0.36 0.00
H -3.17 -1.76 0.85 0.00
H -1.99 -3.10 0.91 0.00
H -0.87 -2.57 -2.92 0.00
H -0.86 -3.72 -1.56 0.00
H 0.48 -2.59 -1.79 0.00
C -2.54 -0.72 4.57 0.00
N -1.08 -0.73 4.39 0.01
C -0.25 -0.99 5.45 0.00
C 1.09 -1.04 5.29 0.00
C 1.62 -0.85 3.98 0.00
N 0.79 -0.58 2.96 0.01
C -0.52 -0.52 3.18 0.00
O -1.28 -0.25 2.18 0.02
N 2.92 -0.94 3.72 0.00
H -2.76 -0.56 5.62 0.00
H -2.96 -1.68 4.24 0.00
H -2.97 0.08 3.98 0.00
H -0.73 -1.15 6.40 0.00
H 1.74 -1.25 6.13 0.00
H 3.56 -1.23 4.44 0.00
H 3.22 -1.00 2.75 0.00
F 2.41 -4.28 2.13 0.00
C 1.48 -4.01 1.22 0.00
F 1.74 -4.69 0.10 0.00
F 0.29 -4.40 1.69 0.00
C 1.50 -2.50 0.89 0.01
O 2.54 -1.90 0.81 0.01
O 0.29 -2.01 0.73 0.02


95
Properties=species:S:1:pos:R:3:lowdin_charge:R:1 method="wB97M-V/def2-TZVPD" largest_force_ha_per_bohr=0.1298 orbital_gap_ev=5.963 total_charge=-1 mol_weight_g_mol=793.8
C -1.91 -1.44 1.45 -0.19
Si -0.04 -1.91 1.73 0.56
C 0.08 -2.39 3.60 -0.21
C 0.43 -3.37 0.59 -0.27
C -0.66 -3.64 -0.61 -0.25
C -1.69 -4.83 -0.30 -0.21
C -3.25 -4.44 -0.25 -0.22
C -3.73 -3.35 -1.33 -0.22
C -5.32 -3.32 -1.56 -0.20
C -6.11 -2.18 -0.73 -0.19
C -5.36 -1.66 0.59 -0.19
C -6.32 -0.88 1.63 -0.22
C -6.83 0.52 1.03 -0.14
N -7.08 1.62 0.59 0.09
C -7.52 -1.79 2.21 -0.16
C -7.16 -3.37 2.24 -0.13
N -6.99 -4.50 1.83 0.10
C -7.88 -1.42 3.77 -0.56
O -7.21 -2.01 4.70 -0.11
O -8.88 -0.50 4.07 -0.21
C 0.92 -0.27 1.32 -0.23
C 1.55 -0.13 -0.10 -0.07
C 2.29 1.24 -0.41 -0.05
C 2.35 2.39 0.71 -0.06
C 1.70 2.17 2.12 -0.07
C 0.96 0.81 2.45 -0.06
H -2.15 -0.68 2.29 0.06
H -1.93 -0.89 0.44 0.04
H -2.58 -2.37 1.49 0.03
H 1.14 -2.39 4.01 0.02
H -0.29 -3.49 3.68 0.05
H -0.66 -1.72 4.17 0.04
H 1.48 -3.27 0.11 0.08
H 0.46 -4.36 1.19 0.06
H -0.01 -3.99 -1.51 0.10
H -1.12 -2.65 -0.92 0.08
H -1.59 -5.69 -1.08 0.11
H -1.42 -5.31 0.72 0.11
H -3.84 -5.41 -0.49 0.11
H -3.56 -4.18 0.84 0.10
H -3.27 -2.32 -1.06 0.09
H -3.25 -3.63 -2.36 0.12
H -5.74 -4.37 -1.37 0.11
H -5.51 -3.09 -2.69 0.11
H -7.12 -2.65 -0.40 0.10
H -6.35 -1.27 -1.40 0.12
H -4.81 -2.46 1.19 0.09
H -4.54 -0.92 0.22 0.11
H -5.66 -0.61 2.55 0.16
H -8.44 -1.57 1.54 0.15
H 1.52 -0.92 -0.92 0.08
H 2.73 1.37 -1.46 0.07
H 2.88 3.39 0.49 0.07
H 1.71 2.98 2.93 0.09
H 0.49 0.65 3.49 0.09
C 5.27 -3.92 2.41 -0.07
C 4.85 -2.98 3.49 -0.32
O 3.44 -2.99 3.39 0.12
C 3.12 -4.22 2.91 -0.52
O 2.02 -4.70 2.95 0.15
O 4.21 -4.85 2.38 0.08
F 5.28 -1.72 3.24 0.08
H 5.35 -3.43 1.43 0.15
H 6.22 -4.41 2.63 0.14
H 5.15 -3.28 4.49 0.18
C -1.83 4.62 -0.27 -0.07
C -2.04 3.68 0.88 -0.32
O -0.92 3.93 1.71 0.12
C -0.59 5.23 1.48 -0.53
O 0.14 5.87 2.20 0.15
O -1.17 5.72 0.35 0.07
F -2.00 2.40 0.46 0.08
H -1.18 4.20 -1.04 0.15
H -2.77 4.94 -0.73 0.14
H -2.96 3.86 1.44 0.18
C 4.72 5.98 -2.84 -0.06
C 5.08 4.78 -2.01 -0.32
O 3.91 3.99 -2.05 0.12
C 3.31 4.29 -3.24 -0.53
O 2.45 3.63 -3.74 0.16
O 3.82 5.43 -3.79 0.07
F 5.32 5.14 -0.73 0.08
H 4.20 6.75 -2.26 0.15
H 5.58 6.43 -3.32 0.13
H 5.92 4.21 -2.40 0.15
C 6.41 3.51 -5.73 -0.05
C 7.52 4.16 -6.49 -0.32
O 7.80 5.32 -5.73 0.15
C 7.46 5.00 -4.45 -0.53
O 7.81 5.63 -3.49 0.17
O 6.70 3.87 -4.39 0.05
F 7.11 4.53 -7.72 0.08
H 5.42 3.90 -6.00 0.15
H 6.39 2.43 -5.85 0.15
H 8.42 3.54 -6.56 0.18